This record from OMol25 describes C41H67ClIN6OPS3Sb2SeSiTi as an isolated structure. The level of theory is ωB97M-V with the def2-TZVPD basis set.

```
126
Properties=species:S:1:pos:R:3:forces:R:3
Ti 1.346171 0.500622 -0.582481 0.6 0.9 -0.6
Cl 1.818174 -6.202508 1.494805 0.0 0.0 0.0
C 1.974462 -4.476989 1.319707 0.0 0.1 -0.1
C 2.692461 -3.762337 2.228437 0.1 0.1 0.1
C 2.838447 -2.363790 2.112015 0.2 -0.1 0.0
I 4.092038 -1.375019 3.439441 0.0 0.0 0.0
C 2.257839 -1.652492 1.082714 -0.3 -0.2 0.0
O 2.336001 -0.367277 0.900008 -0.3 -0.2 0.2
C 1.504083 -2.429004 0.132146 -0.1 0.0 0.1
N 0.944908 -1.704558 -0.869934 0.2 0.1 0.2
C 0.228871 -2.315515 -1.777124 -0.1 -0.2 -0.3
C 0.047646 -3.711023 -1.785504 0.0 0.2 0.0
C 0.608212 -4.456296 -0.789659 0.0 -0.2 0.0
C 1.357119 -3.822854 0.222296 0.0 -0.1 0.1
H 3.174114 -4.273630 3.050593 0.0 0.0 0.0
H -0.212491 -1.692286 -2.544698 0.0 0.0 0.0
H -0.539710 -4.165401 -2.571005 0.0 0.0 0.0
H 0.482071 -5.530412 -0.757794 0.0 0.0 0.0
S -1.971654 4.092121 1.328451 0.0 0.0 0.0
Sb -0.762777 3.188881 -0.514272 -0.1 0.1 0.1
S 1.498594 2.831986 0.244085 -0.1 -0.2 -0.1
S -1.149748 0.777121 -0.292631 0.0 -0.2 0.1
C -1.157316 2.861421 4.867995 -0.1 0.1 0.1
N -0.453846 2.851967 3.564563 0.1 0.0 -0.3
C 0.858980 3.556615 3.704965 0.1 -0.1 0.0
N 1.669506 2.951991 4.733824 0.0 0.0 -0.1
C 0.929739 2.944856 5.987329 0.0 0.0 0.0
N -0.362657 2.262079 5.914991 0.0 0.1 0.0
C -0.180641 0.820170 5.701049 0.0 0.0 0.0
P 0.718501 0.378276 4.130179 0.0 0.0 0.0
C -0.294524 1.468483 3.044149 0.1 -0.1 0.1
C 2.109381 1.604438 4.343493 0.0 0.0 0.0
H -2.101460 2.328661 4.749243 0.0 0.0 0.0
H -1.361641 3.904151 5.119562 0.0 0.0 0.0
H -1.042007 3.374947 2.746790 0.0 0.0 0.2
H 0.635225 4.593802 3.960882 0.0 0.0 0.0
H 1.350986 3.516653 2.733325 0.0 0.0 0.0
H 0.748112 3.982376 6.280665 0.0 0.0 0.0
H 1.534450 2.463082 6.757518 0.0 0.0 0.0
H -1.163923 0.341515 5.675414 0.0 0.0 0.0
H 0.352054 0.410259 6.562295 0.0 0.0 0.0
H -1.290849 1.048210 2.905288 0.0 0.0 0.0
H 0.170656 1.541520 2.061207 0.0 0.0 0.0
H 2.652331 1.659168 3.395993 0.0 0.0 0.0
H 2.806561 1.228662 5.095860 0.0 0.0 0.0
C 0.133949 -0.041150 -6.292456 0.0 0.0 0.0
N -0.844294 0.078551 -5.234420 0.0 0.0 0.1
C -0.590808 0.486139 -3.959238 0.0 0.1 0.0
Se 1.094530 0.929503 -3.267149 -0.1 -0.2 -0.1
N -1.743361 0.428687 -3.278099 0.1 -0.2 0.2
C -2.746032 -0.079929 -4.080368 0.0 0.0 -0.1
C -4.079437 -0.363299 -3.832094 0.0 0.0 0.0
C -4.820030 -0.879489 -4.885443 0.0 0.0 0.0
C -4.250701 -1.095326 -6.142664 0.0 0.0 0.0
C -2.916155 -0.805662 -6.393181 0.0 0.0 0.0
C -2.177070 -0.297502 -5.337361 0.0 0.0 0.0
H 1.058254 0.421259 -5.956121 0.0 0.0 0.0
H -0.227401 0.465093 -7.187602 0.0 0.0 0.0
H 0.322868 -1.091560 -6.520226 0.0 0.0 0.0
H -1.730565 0.542315 -2.227378 0.0 0.1 -0.1
H -4.516377 -0.190914 -2.857312 0.0 0.0 0.0
H -5.863863 -1.118650 -4.729777 0.0 0.0 0.0
H -4.863229 -1.497658 -6.938785 0.0 0.0 0.0
H -2.474723 -0.974653 -7.366375 0.0 0.0 0.0
C -4.625797 1.224626 0.261069 0.0 0.0 0.0
C -4.922327 0.488591 1.563199 0.0 0.0 0.0
C -5.137891 1.485162 2.700726 0.0 0.0 0.0
Sb -3.349130 -0.894828 2.134167 -0.1 0.0 0.0
C -3.357242 -2.144709 0.354341 0.0 0.0 0.0
C -4.735485 -2.495840 -0.190465 0.0 0.0 0.0
C -2.533559 -3.399897 0.622103 0.0 0.0 0.0
C -4.599998 -2.203464 3.387432 0.0 0.0 0.0
C -4.208345 -2.003336 4.851127 0.0 0.0 0.0
C -6.109066 -2.072698 3.218247 0.0 0.0 0.0
H -5.496806 1.815850 -0.044209 0.0 0.0 0.0
H -4.374070 0.540857 -0.553804 0.0 0.0 0.0
H -3.784257 1.909637 0.381505 0.0 0.0 0.0
H -5.821307 -0.120975 1.438536 0.0 0.0 0.0
H -4.263323 2.134364 2.801970 0.0 0.0 0.0
H -5.316799 0.995137 3.662426 0.0 0.0 0.0
H -5.995340 2.134204 2.493554 0.0 0.0 0.0
H -2.822367 -1.525049 -0.372362 0.0 0.0 0.0
H -5.263013 -3.175015 0.484925 0.0 0.0 0.0
H -4.648239 -3.006200 -1.156836 0.0 0.0 0.0
H -5.364079 -1.615553 -0.337508 0.0 0.0 0.0
H -2.989107 -4.019095 1.400697 0.0 0.0 0.0
H -1.516601 -3.157552 0.942424 0.0 0.0 0.0
H -2.460902 -4.019371 -0.277830 0.0 0.0 0.0
H -4.302847 -3.215127 3.091309 0.0 0.0 0.0
H -4.511183 -1.012175 5.203585 0.0 0.0 0.0
H -3.129768 -2.086155 5.000635 0.0 0.0 0.0
H -4.696717 -2.740906 5.497795 0.0 0.0 0.0
H -6.452798 -1.066851 3.471628 0.0 0.0 0.0
H -6.631865 -2.767959 3.885830 0.0 0.0 0.0
H -6.436507 -2.282722 2.199362 0.0 0.0 0.0
C 4.778622 1.584426 0.055946 -0.1 0.0 0.0
Si 3.892020 1.090286 -1.568777 0.0 -0.1 0.1
C 4.882299 -0.508870 -2.151400 -0.1 0.0 0.0
C 4.215281 -1.166783 -3.365174 0.0 0.0 0.0
C 6.365765 -0.288016 -2.456696 0.0 0.0 0.0
C 4.807129 -1.527282 -1.006621 0.0 0.0 0.0
C 4.379288 2.582107 -2.767064 0.0 0.0 0.0
C 5.770018 3.140808 -2.429427 0.0 0.0 0.0
C 4.379253 2.207677 -4.254755 0.0 0.0 0.0
C 3.392039 3.741258 -2.582624 0.0 0.0 0.0
H 4.506558 2.611468 0.315986 0.0 0.0 0.0
H 5.869919 1.533729 -0.016517 0.0 0.0 0.0
H 4.455943 0.949983 0.883204 0.0 0.0 0.0
H 4.220034 -0.525212 -4.247708 0.0 0.0 0.0
H 3.170913 -1.409499 -3.149371 0.0 0.0 0.0
H 4.734034 -2.100722 -3.626935 0.0 0.0 0.0
H 6.525592 0.359337 -3.318136 0.0 0.0 0.0
H 6.848820 -1.250950 -2.678190 0.0 0.0 0.0
H 6.891691 0.152159 -1.605515 0.0 0.0 0.0
H 3.782451 -1.871213 -0.860573 0.0 0.0 0.0
H 5.163793 -1.121076 -0.056747 0.0 0.0 0.0
H 5.415005 -2.411547 -1.244741 0.0 0.0 0.0
H 6.556176 2.387910 -2.479500 0.0 0.0 0.0
H 5.792751 3.578119 -1.430059 0.0 0.0 0.0
H 6.026821 3.937033 -3.142414 0.0 0.0 0.0
H 5.140156 1.465800 -4.497388 0.0 0.0 0.0
H 4.594252 3.102448 -4.855844 0.0 0.0 0.0
H 3.412693 1.818459 -4.579724 0.0 0.0 0.0
H 3.368098 4.090372 -1.549613 0.0 0.0 0.0
H 2.370158 3.462857 -2.845844 0.0 0.0 0.0
H 3.691158 4.583585 -3.223476 0.0 0.0 0.0
```
Forces are in eV/Å.

Values from the calculation:
multiplicity: 2
relative energy (zero: lowest compared OMol25 entry of this formula, charge and spin): 0.0 kJ/mol
net charge: -1
calculated total energy: -226432.3261 eV
LUMO level (spin up / spin down): 1.81 / 1.79 eV